[1]
# C6H17AlNOP

A structure of composition C6H17AlNOP (the ωB97M-V functional and the def2-TZVPD basis, the OMol25 dataset).

The geometry in XYZ format:
```
27
Properties=species:S:1:pos:R:3:forces:R:3:nbo_charge:R:1
C -0.66883 -1.40978 2.31151 0.0 -0.4 -0.9 -0.557
C 0.11539 -0.51417 1.33304 -1.2 -0.1 0.7 -0.243
N -0.75032 0.45092 0.65046 1.1 -0.6 -1.4 -0.422
C -0.14663 1.69618 0.21573 -0.7 -1.5 -0.3 -0.288
C 1.30334 1.83680 -0.07550 -0.9 1.5 2.2 -0.218
P 1.85332 0.93091 -1.82702 0.4 -0.5 -2.1 0.075
C -1.68939 -0.05615 -0.31661 -1.4 0.9 -0.2 0.673
C -1.55043 -1.42491 -0.92669 0.4 -0.1 0.8 -0.717
O -2.62374 0.63688 -0.64664 1.0 -0.3 0.2 -0.487
H -0.08405 -1.60355 3.18929 0.1 0.0 0.6 0.269
H -1.63541 -0.98672 2.53371 -0.3 0.4 0.4 0.240
H -0.87863 -2.43692 1.91148 1.1 1.1 -0.2 0.029
H 0.69500 -1.13281 0.67214 0.5 -0.1 -0.4 0.212
H 0.74420 0.04651 1.98923 0.8 0.5 0.2 0.234
H -0.26247 2.41585 1.03315 0.4 0.7 0.4 0.332
H -0.72411 2.07646 -0.60156 -0.5 0.4 -0.3 0.281
H 1.98726 1.55903 0.69782 0.8 -1.0 0.0 0.257
H 1.50146 2.86816 -0.29108 0.2 0.5 -0.7 0.276
H 0.88755 -0.16408 -1.65552 0.0 0.0 0.3 -0.012
H 0.84638 1.65772 -2.57414 -0.1 0.0 0.3 -0.041
H 2.80193 2.03997 -2.07820 0.0 0.0 0.2 0.076
H 2.88761 0.20878 -1.08976 -0.2 -0.1 0.2 -0.016
H 2.36450 0.28562 -3.04314 0.1 0.1 0.2 0.333
H -0.55572 -1.83867 -0.93596 0.4 -0.1 0.0 0.221
H -1.92897 -1.37492 -1.92311 -0.3 0.1 -0.7 0.294
H -2.18912 -2.11665 -0.39455 -0.4 -0.3 0.2 0.194
Al -2.30011 -3.65044 1.84189 -1.1 -1.1 0.1 1.004
```
Positions in Å, forces in eV/Å.

The value obtained for the gap between HOMO and LUMO is 5.069 eV. The value obtained for the total energy is -25895.6877 eV. The value obtained for the maximum force is 0.0557 hartree/bohr. The LUMO energy comes out at -11.17 eV. The net charge is +2.

---

[2]
# C33H29FGeN3O4PdS2

A structure of composition C33H29FGeN3O4PdS2 (the ωB97M-V functional and the def2-TZVPD basis, the OMol25 dataset).

The geometry in XYZ format:
```
74
Properties=species:S:1:pos:R:3:forces:R:3:lowdin_spin:R:1
Pd -0.18421 -1.34656 -0.09168 0.1 -0.1 -0.1 0.628
C -1.34320 1.16644 3.43317 0.0 0.0 0.1 0.009
C -0.93626 0.00933 2.57232 -0.1 -0.2 -0.1 0.008
N -1.23192 -0.02119 1.30376 0.3 0.1 0.1 0.191
N -2.12422 0.90359 0.83229 -0.1 0.1 -0.2 0.025
C -2.53157 0.69946 -0.35494 0.1 0.1 0.4 0.009
S -1.95509 -0.59962 -1.40967 -0.2 -0.1 -0.2 0.031
S -3.80243 1.73122 -1.01574 -0.1 0.1 0.0 0.001
C -5.23471 0.98102 -0.15022 0.0 -0.1 -0.1 0.000
C -5.19778 1.07688 1.34537 0.0 0.0 0.0 0.000
C -5.36457 2.29642 1.99290 0.0 0.0 0.0 0.000
C -5.32430 2.36778 3.37634 0.0 0.0 0.0 0.000
C -5.11664 1.21874 4.12877 0.0 0.0 0.0 0.000
C -4.94402 -0.00031 3.49051 0.0 0.0 0.0 0.000
C -4.98234 -0.06788 2.10510 0.0 0.0 -0.1 0.000
C -0.23924 -1.11475 3.15503 0.0 -0.1 -0.2 0.004
C 0.40164 -0.97690 4.39872 0.0 0.0 0.1 -0.002
C 0.97636 -2.04610 5.03887 0.0 0.1 0.0 0.002
C 0.89126 -3.31339 4.44665 0.0 -0.1 -0.1 -0.003
C 0.26472 -3.49323 3.24021 0.0 0.0 0.1 0.006
C -0.30306 -2.40682 2.53005 0.0 0.1 0.2 0.001
O -0.88708 -2.63217 1.39594 0.0 -0.1 0.0 0.089
H -2.11118 1.76714 2.95895 0.0 0.0 0.0 0.001
H -1.68323 0.81742 4.40511 0.0 0.0 0.0 0.000
H -0.45915 1.79295 3.58924 0.0 0.0 0.0 0.000
H -6.09102 1.51118 -0.56986 0.0 0.1 0.0 0.000
H -5.31388 -0.05950 -0.46433 0.0 0.0 0.0 0.000
H -5.51590 3.19660 1.40821 0.0 0.0 0.0 0.000
H -5.45741 3.32160 3.87083 0.0 0.0 0.0 0.000
H -5.08739 1.27603 5.20945 0.0 0.0 0.0 0.000
H -4.77436 -0.90018 4.06816 0.0 0.0 0.0 0.000
H -4.83399 -1.01987 1.60756 0.0 0.0 0.0 0.000
H 0.45264 0.00179 4.86010 0.0 0.0 0.0 0.000
H 1.48157 -1.91423 5.98583 0.0 0.0 0.0 0.000
H 1.33717 -4.16622 4.94484 0.0 0.0 0.0 0.000
H 0.21247 -4.46733 2.77302 0.0 0.0 0.0 0.000
O 1.16135 -2.72854 -2.77383 -0.1 0.1 0.0 0.005
N 1.52647 -3.76220 -1.84478 -0.1 0.1 -0.1 0.002
O 2.56645 -4.30844 -2.02625 0.1 0.0 0.0 0.004
O 0.67679 -3.91685 -1.02817 0.1 -0.1 0.0 0.016
F 1.66351 -1.57653 0.65973 0.0 0.0 -0.2 0.024
C 0.09944 0.74431 -3.63615 0.3 -0.4 0.1 -0.004
Ge 0.37268 0.20282 -1.77006 -0.3 0.9 0.4 -0.026
C 0.96185 1.80284 -0.78745 0.1 -0.2 -0.3 -0.010
C 1.40948 1.65364 0.52636 0.1 -0.1 0.0 -0.001
C 1.94620 2.73374 1.21253 0.0 0.0 0.0 0.000
C 2.05819 3.96972 0.58998 0.0 0.0 0.0 0.000
C 1.64306 4.12336 -0.72643 0.0 0.0 0.1 0.000
C 1.10690 3.04219 -1.41029 -0.2 0.1 -0.1 -0.002
C 2.13205 -2.34371 -3.69685 0.0 0.0 0.0 0.000
C 2.02816 -2.81262 -4.97062 0.0 0.0 0.1 0.000
C 2.87084 -2.28763 -5.97136 0.0 0.0 0.0 0.000
C 3.76436 -1.30320 -5.66553 0.0 0.0 0.0 0.000
C 3.88197 -0.80684 -4.34354 -0.1 0.0 0.1 0.000
C 4.78743 0.23058 -4.01737 0.0 0.0 0.0 -0.001
C 4.88263 0.70015 -2.73727 0.0 0.0 -0.1 0.000
C 4.09624 0.13475 -1.71529 -0.1 -0.1 0.0 -0.001
C 3.21374 -0.87908 -1.98613 -0.1 0.0 0.1 -0.002
C 3.06870 -1.34984 -3.31587 0.1 0.0 -0.1 -0.001
H 1.02414 1.09701 -4.09176 0.0 0.0 0.0 0.000
H -0.61619 1.56413 -3.56932 0.0 0.0 0.0 -0.001
H -0.32947 -0.05523 -4.23539 0.0 0.0 0.0 0.000
H 1.38397 0.67735 0.99830 0.0 0.0 0.0 -0.001
H 2.29308 2.60341 2.23034 0.0 0.0 0.0 0.000
H 2.48010 4.81043 1.12622 0.0 0.0 0.0 0.000
H 1.73941 5.08204 -1.21985 0.0 0.0 0.0 0.000
H 0.78652 3.18373 -2.43696 0.0 0.0 0.0 0.000
H 1.28555 -3.56439 -5.20123 0.0 0.0 0.0 0.000
H 2.78736 -2.65717 -6.98442 0.0 0.0 0.0 0.000
H 4.40212 -0.88332 -6.43388 0.0 0.0 0.0 0.000
H 5.40256 0.64707 -4.80604 0.0 0.0 0.0 0.000
H 5.57727 1.49510 -2.49931 0.0 0.0 0.0 0.000
H 4.19659 0.48902 -0.69742 0.0 0.0 0.0 0.000
H 2.68083 -1.34114 -1.15547 0.0 0.0 0.0 -0.001
```
Positions in Å, forces in eV/Å.

The value obtained for the gap between HOMO and LUMO (spin up / spin down) is 6.265 / 6.023 eV. The value obtained for the total energy is -131730.7551 eV. Its multiplicity is 2. The value obtained for the maximum force is 0.0199 hartree/bohr. The LUMO energy (spin up / spin down) comes out at -1.01 / -1.17 eV. As for the relative energy (zero: lowest compared OMol25 entry of this formula, charge and spin): 10.6 kcal per mole.

---

[3]
# C27H23AgN3O2S5

A structure of composition C27H23AgN3O2S5 (the ωB97M-V functional and the def2-TZVPD basis, the OMol25 dataset).

The geometry in XYZ format:
```
61
Properties=species:S:1:pos:R:3:forces:R:3:nbo_charge:R:1
Ag -0.32589 -1.10075 -1.77465 -0.2 0.2 0.1 0.726
S -2.74411 -1.78476 -1.78088 -0.1 -0.1 -0.1 -0.510
C -3.41717 -0.48675 -0.83367 -0.1 0.0 0.0 -0.168
C -4.78713 -0.57143 -0.54037 0.0 0.0 0.0 -0.186
C -5.45222 0.35067 0.25226 0.0 0.0 0.0 -0.190
C -6.85217 0.18661 0.51316 0.0 0.0 0.0 0.302
N -7.97736 0.04371 0.70938 0.0 0.0 0.0 -0.356
C -4.73004 1.42965 0.78692 0.0 0.0 0.0 -0.186
C -3.38287 1.54525 0.48802 0.0 0.0 0.0 -0.173
C -2.69384 0.62620 -0.31276 -0.1 -0.1 0.0 -0.173
S -0.99555 0.93238 -0.54669 0.2 -0.1 -0.1 -0.482
C -5.34901 2.39629 1.64528 0.0 0.0 0.0 0.303
N -5.82020 3.18047 2.34411 0.0 0.0 0.0 -0.360
H -5.33999 -1.40785 -0.94673 0.0 0.0 0.0 0.228
H -2.82550 2.37374 0.90566 0.0 0.0 0.0 0.224
O 2.18682 -1.99297 3.24730 0.1 -0.1 -0.1 -1.003
S 1.38383 -1.04604 4.06852 -0.2 0.1 0.1 1.250
C 1.86758 0.63321 3.57107 0.1 0.0 -0.1 -0.607
C 1.49097 1.12476 2.17966 0.0 0.0 0.0 -0.416
C 1.92304 0.26840 0.99178 0.1 -0.1 0.1 -0.439
C 3.39713 -0.10632 0.96985 -0.1 0.0 0.0 -0.607
S 3.89289 -0.71162 -0.67049 0.0 0.0 0.1 1.254
O 2.78115 -1.57143 -1.17945 0.1 0.0 0.1 -1.002
C 3.76803 0.85482 -1.53230 0.0 0.0 0.0 -0.178
C 4.80482 1.77117 -1.41420 0.0 0.0 0.0 -0.254
C 4.70796 2.99335 -2.06060 0.0 0.0 0.0 -0.214
C 3.58257 3.28540 -2.82374 0.0 0.0 0.0 -0.212
C 2.56126 2.35540 -2.94762 0.0 0.0 0.0 -0.184
C 2.65387 1.12675 -2.30632 0.0 0.0 0.0 -0.240
C -0.28969 -1.06159 3.43004 0.1 0.0 0.0 -0.194
C -0.59678 -1.90030 2.37263 -0.1 0.0 0.0 -0.242
C -1.90456 -1.93917 1.90427 -0.1 0.1 0.0 -0.184
C -2.87695 -1.14775 2.49803 0.0 0.0 0.0 -0.197
C -2.55713 -0.31206 3.56163 0.0 0.0 0.0 -0.198
C -1.25712 -0.27342 4.03816 0.0 0.0 0.0 -0.262
H 2.95236 0.60751 3.71576 0.0 0.0 0.0 0.221
H 1.45401 1.29415 4.33701 0.0 0.0 0.0 0.226
H 1.92505 2.12557 2.07171 0.0 0.0 0.0 0.203
H 0.40829 1.24710 2.11051 0.0 0.0 0.0 0.252
H 1.66086 0.82230 0.09188 0.0 0.0 0.0 0.237
H 1.33305 -0.64496 0.95404 0.0 0.0 0.0 0.245
H 3.60549 -0.92881 1.65654 0.0 0.0 0.0 0.262
H 4.06910 0.72843 1.19328 0.0 0.0 0.0 0.212
H 5.68145 1.52953 -0.82291 0.0 0.0 0.0 0.213
H 5.50894 3.71601 -1.97099 0.0 0.0 0.0 0.210
H 3.50346 4.24300 -3.32245 0.0 0.0 0.0 0.211
H 1.67666 2.58310 -3.52788 0.0 0.0 0.0 0.225
H 1.85855 0.39282 -2.37908 0.0 0.0 0.0 0.246
H 0.18288 -2.50112 1.92064 0.0 0.0 0.0 0.245
H -2.16401 -2.54605 1.04483 0.1 0.0 0.0 0.244
H -3.89067 -1.16056 2.11750 0.0 0.0 0.0 0.227
H -3.31941 0.31361 4.00838 0.0 0.0 0.0 0.217
H -0.99726 0.36977 4.87251 0.0 0.0 0.0 0.207
S 1.98237 -3.47532 -5.26545 0.0 0.0 0.0 0.412
C 0.32655 -3.19270 -5.60424 0.0 0.0 0.0 -0.463
C -0.23814 -2.50198 -4.58461 0.0 0.0 0.0 -0.041
N 0.62104 -2.19221 -3.55754 0.0 0.1 0.1 -0.505
C 1.81775 -2.64415 -3.77993 0.0 0.0 0.0 -0.135
H -0.13845 -3.54640 -6.50833 0.0 0.0 0.0 0.243
H -1.27191 -2.19698 -4.50308 0.0 0.0 0.0 0.246
H 2.62537 -2.50567 -3.07535 0.0 0.0 0.0 0.268
```
Positions in Å, forces in eV/Å.

The value obtained for the gap between HOMO and LUMO is 6.072 eV. The value obtained for the total energy is -95114.8788 eV. The value obtained for the maximum force is 0.0068 hartree/bohr. The LUMO energy comes out at 2.00 eV. The net charge is -1. As for the relative energy (zero: lowest compared OMol25 entry of this formula, charge and spin): 0.0 kcal per mole.